No. 1
58
Properties=species:S:1:pos:R:3:forces:R:3 method="wB97M-V/def2-TZVPD" total_charge=0 smiles="O=C(CN(C[C@@H]1CCCO1)C(=O)CNS(=O)(=O)c1ccc(F)cc1)NCc1ccc(F)cc1" lumo_ev=0.4 relative_energy_kj_mol=0.0
S 0.1876 0.4419 1.6781 -0.3 0.8 0.1
F 0.7484 6.1610 0.5606 0.0 -0.1 0.0
F 2.9884 2.4173 -0.7407 0.0 -0.2 0.0
O -0.0542 -3.9259 -1.8662 0.0 0.0 -0.5
O 0.1363 -0.2380 0.4127 -0.3 0.4 0.2
O -0.9760 -2.1930 2.1084 0.0 -0.2 0.2
O -3.6059 -1.4481 -3.0533 -0.1 -0.1 0.1
O 1.1544 0.0640 2.6593 -0.1 0.1 0.4
N -1.3571 0.3928 2.3800 0.7 0.1 -0.1
N -2.1525 -2.4204 0.2105 0.1 -0.2 -0.1
N 0.8130 -3.3056 0.1315 0.4 0.1 0.3
C 1.0072 4.3709 2.0592 0.0 0.1 -0.1
C 3.0797 -0.9532 0.5578 0.0 -0.1 -0.3
C 0.1124 4.0217 -0.1709 0.0 0.1 0.1
C -0.0185 2.6720 0.1028 0.0 0.0 0.0
C 2.2836 0.3965 -1.7347 0.0 0.1 0.0
C -3.1195 -1.9940 -0.7725 -0.2 0.1 -0.6
C 0.3564 2.1870 1.3414 0.0 -0.6 0.0
C -1.5575 -3.7342 0.0105 0.2 -0.1 0.1
C 3.2641 0.4148 0.4749 0.1 0.3 -0.2
C 2.4903 -1.6519 -0.4863 0.2 -0.2 0.0
C -3.4266 -0.1151 -3.5055 0.0 0.3 -0.2
C -2.2915 -0.3086 1.5241 0.1 -0.1 -0.2
C 0.8696 3.0189 2.3182 0.0 0.0 0.0
C 2.1715 -3.1175 -0.3462 0.0 0.0 -0.1
C 0.6228 4.8483 0.8164 -0.1 -0.2 0.0
C -2.5365 -1.8249 -2.1951 0.2 -0.1 0.3
C 2.8473 1.0687 -0.6670 0.1 0.0 0.0
C -0.1888 -3.6479 -0.6907 -0.5 -0.3 0.4
C 2.1087 -0.9705 -1.6351 0.1 0.0 0.1
C -1.4881 -0.7148 -2.2907 -0.2 -0.1 -0.1
C -1.7565 -1.7264 1.2874 -0.5 -0.1 0.1
C -2.3377 0.5081 -2.6313 -0.2 -0.2 -0.1
H 2.2330 -3.6217 -1.3140 0.1 0.0 0.2
H -2.1382 -2.7842 -2.5400 0.0 0.1 0.1
H -1.4282 -4.2056 0.9887 -0.1 0.0 -0.2
H -2.7748 0.9469 -1.7321 0.0 0.1 0.0
H -2.3494 0.2566 0.5959 -0.3 -0.1 -0.1
H 3.7014 0.9714 1.2880 0.0 0.1 0.1
H -4.3869 0.4033 -3.4382 0.1 0.0 0.0
H 1.9779 0.9429 -2.6133 0.0 0.1 -0.1
H -1.7820 1.2791 -3.1599 0.0 0.1 0.0
H -1.2605 -0.0813 3.2700 0.2 -0.1 0.1
H -0.3823 1.9812 -0.6407 -0.1 0.0 -0.2
H 1.1693 2.5906 3.2608 0.1 0.0 0.2
H -0.9035 -0.6131 -1.3794 0.0 0.0 -0.1
H -0.1592 4.4351 -1.1288 0.0 0.0 -0.1
H -3.5813 -1.0578 -0.4647 0.0 0.0 0.0
H 1.4102 5.0506 2.7929 0.0 0.1 0.1
H -3.2709 -0.3388 2.0083 0.1 0.0 -0.1
H 1.6514 -1.5180 -2.4449 -0.1 -0.1 -0.1
H -2.2281 -4.3325 -0.6073 0.1 0.1 0.0
H -3.9139 -2.7476 -0.8346 0.0 0.1 0.0
H 0.5827 -2.9261 1.0427 -0.2 -0.1 -0.1
H -0.8096 -0.9349 -3.1146 0.1 0.0 0.0
H 3.3737 -1.4710 1.4574 0.0 -0.1 0.1
H -3.1127 -0.1372 -4.5576 0.0 0.0 0.1
H 2.8541 -3.5937 0.3632 0.0 0.0 -0.1

---

No. 2
53
Properties=species:S:1:pos:R:3:forces:R:3 method="wB97M-V/def2-TZVPD" total_charge=0 smiles="CN(Cc1ccccc1)C1(CNC(=O)CCC(F)(F)F)Cc2ccccc2C1" lumo_ev=0.6 relative_energy_kj_mol=5.4
F -3.9001 -3.2531 3.5553 -0.1 0.3 0.0
F -2.7156 -4.9232 4.2081 0.2 -0.1 0.2
F -3.7662 -5.0151 2.3343 0.0 -0.2 -0.3
O 0.1055 -2.6419 0.7325 0.5 -0.1 0.2
N -1.3059 -1.2868 -0.3965 0.0 0.1 -0.4
N 0.9860 1.5311 -1.2026 0.0 0.0 0.0
C -0.7766 0.5025 1.8883 -0.1 0.1 0.0
C 0.0256 0.8448 -0.3447 -0.1 -0.4 -0.1
C 3.1040 1.2602 -2.3785 0.2 0.0 0.0
C 0.9841 2.9790 -1.1877 -0.1 0.0 0.0
C -3.0491 -4.2017 3.1273 0.2 0.0 0.0
C -1.3135 1.5946 -0.1486 0.1 0.1 0.0
C 3.1761 1.1889 -4.7831 0.0 0.0 -0.1
C 2.3506 1.0314 -1.0934 -0.1 0.0 -0.1
C 2.4925 0.9949 -3.5975 0.0 0.0 0.0
C -1.8245 1.0583 1.1568 0.1 0.0 0.2
C 4.4129 1.7211 -2.3689 -0.1 -0.1 0.1
C -2.2970 -0.0464 3.6388 0.0 0.0 0.1
C -1.8417 -3.6217 2.4282 -0.3 0.0 -0.1
C -1.0169 -2.2429 0.5111 -0.9 -0.2 0.0
C -2.2540 -2.8085 1.2043 0.3 -0.1 0.2
C 5.1010 1.9103 -3.5553 0.1 0.0 -0.1
C 4.4838 1.6459 -4.7652 0.1 0.0 -0.1
C -3.3386 0.5026 2.9106 -0.1 0.0 0.0
C 0.4994 0.5831 1.1122 0.1 0.0 0.0
C -1.0033 -0.0492 3.1321 0.0 0.0 0.0
C -3.1090 1.0655 1.6607 0.0 0.0 0.0
C -0.2843 -0.5057 -1.0496 0.2 0.2 0.0
H 1.1274 3.4104 -0.1851 0.0 0.0 0.0
H -2.9098 -1.9886 1.5044 0.0 0.0 -0.1
H -1.9978 1.4483 -0.9850 -0.1 0.0 -0.1
H 0.0587 3.3598 -1.6164 0.0 0.1 0.0
H 2.8954 1.5075 -0.2612 0.0 -0.1 0.0
H 1.8024 3.3169 -1.8218 0.0 0.1 0.0
H -1.3116 -2.9853 3.1384 0.0 -0.1 0.0
H -2.4966 -0.4825 4.6062 0.0 0.0 0.1
H -0.5955 -0.2932 -2.0753 0.0 0.0 0.0
H 6.1200 2.2685 -3.5341 0.1 0.0 0.0
H 1.1009 1.4262 1.4645 0.1 0.0 0.0
H -0.1903 -0.4811 3.6971 0.1 -0.1 0.1
H 1.0933 -0.3254 1.2026 0.1 0.0 0.0
H 2.6902 0.9815 -5.7255 0.0 0.0 -0.1
H -3.9239 1.4943 1.0949 -0.1 0.0 -0.1
H 4.8993 1.9325 -1.4266 0.0 0.0 0.1
H 2.3282 -0.0421 -0.8981 0.0 0.0 0.1
H -4.3392 0.4884 3.3156 -0.1 0.0 0.0
H -2.2526 -0.9479 -0.4543 0.0 -0.1 0.1
H -1.1802 -4.4382 2.1351 -0.1 0.0 0.1
H -1.1520 2.6666 -0.0328 0.0 0.0 -0.1
H 1.4717 0.6447 -3.6009 -0.1 0.0 0.0
H 5.0192 1.7964 -5.6910 0.0 0.0 -0.1
H 0.6088 -1.1314 -1.0758 0.0 0.1 -0.1
H -2.7913 -3.4444 0.4961 0.0 0.1 0.0

---

No. 3
51
Properties=species:S:1:pos:R:3:forces:R:3 method="wB97M-V/def2-TZVPD" total_charge=-1 multiplicity=3 lumo_ev="2.1 / 2.0"
Ni -0.4919 1.9698 1.7523 2.8 -0.6 3.2
F -1.4069 1.8652 3.3619 -0.4 0.4 -0.4
O -1.7058 1.6900 0.4652 -1.1 -1.8 -4.5
N -1.4073 1.3779 -1.8145 -0.2 1.2 -1.7
C 1.4914 0.6440 3.1824 0.2 0.3 -0.4
C -1.2714 -2.1510 3.5091 0.0 -0.3 -0.9
C -1.8217 -1.7504 -0.1871 0.3 -0.7 0.9
C 3.4473 0.8179 -3.0024 -0.1 0.0 0.3
C -1.4342 0.9092 -0.5263 0.0 0.3 3.5
C -0.9285 -0.4634 -0.2950 1.1 0.5 -0.3
C 1.0311 0.5944 -2.9573 0.5 0.2 -0.3
C 2.0804 2.6484 -2.2170 -0.1 -0.2 -0.1
C 0.9228 1.8881 -2.4301 0.5 -0.2 -0.2
C -1.2429 -2.7536 -1.1967 -0.1 0.1 -0.2
C 1.6161 0.9508 0.8992 0.2 -0.1 0.6
C 1.6642 2.2493 1.5021 0.0 -0.8 0.9
C -1.9492 -1.5558 2.4038 0.6 -0.5 0.0
C 3.3435 2.1116 -2.4803 -0.4 0.1 -0.2
C -3.2906 -1.4571 -0.4419 -0.2 -0.1 -0.2
C -0.4275 2.4749 -2.0939 -0.6 -0.1 0.1
C 1.5032 -0.0300 1.9312 0.2 1.0 -0.2
C 2.2989 0.0528 -3.2264 -0.3 0.5 -0.1
C -0.7677 -3.3650 1.6149 0.4 0.8 0.0
C -0.5084 -3.2530 3.0067 -0.8 0.4 0.0
C 1.5981 2.0390 2.9408 0.2 -0.5 -1.2
C -1.5906 -2.2651 1.2196 -0.3 -0.6 1.0
H 0.1186 0.0385 -3.1960 0.4 0.1 0.3
H -1.3494 -1.8298 4.5507 0.1 -0.1 -0.4
H -3.9018 -2.2778 -0.0582 0.1 0.1 0.1
H -0.3350 3.1843 -1.2437 -0.1 -0.4 -0.4
H 1.9633 3.6730 -1.8500 0.2 -0.4 0.0
H 1.4808 -1.1032 1.7626 -0.3 0.2 0.2
H 1.8157 0.7746 -0.1547 -0.3 -0.1 0.2
H -1.6674 -3.7556 -1.0578 0.1 0.2 0.0
H 4.2317 2.7221 -2.2929 -0.3 -0.3 -0.1
H 1.8160 2.8038 3.6554 -0.4 0.3 0.4
H -3.6063 -0.5280 0.0475 0.0 -0.2 0.0
H -2.3298 1.6254 -2.1324 -0.3 0.2 0.0
H -0.3543 -0.3927 0.6303 -0.4 -0.2 -0.2
H -2.5904 -0.6791 2.4329 0.2 0.0 0.1
H -3.4766 -1.4044 -1.5165 -0.1 0.3 -0.2
H -1.4702 -2.4096 -2.2132 0.1 -0.1 -0.1
H -0.8259 3.0275 -2.9634 0.1 -0.2 0.4
H 0.1614 -3.8861 3.5895 -0.3 0.0 -0.1
H -0.1802 -0.6372 -1.0927 -0.5 0.2 0.3
H 2.3736 -0.9524 -3.6421 0.0 0.3 0.1
H 1.4429 0.1606 4.1688 -0.2 0.3 -0.7
H 2.0042 3.1378 1.0045 0.0 0.3 -0.1
H 4.4330 0.4076 -3.2159 -0.2 0.0 0.1
H -0.3585 -4.1259 0.9529 0.1 0.2 0.1
H -0.1479 -2.8121 -1.0857 -0.4 -0.1 0.0

---

No. 4
65
Properties=species:S:1:pos:R:3:forces:R:3 method="wB97M-V/def2-TZVPD" total_charge=0 lumo_ev=-0.5 relative_energy_kj_mol=106.8
S -2.1277 0.6847 -7.4065 0.2 0.0 0.2
P 0.7796 -2.9367 -1.5264 -0.1 0.1 0.3
P 2.6033 -0.7502 -0.6137 -0.2 -0.1 0.2
Mg -0.5705 -0.2986 -0.0700 -0.3 0.0 0.3
O 3.8919 -0.4415 0.2615 0.1 -0.1 -0.2
O -0.2861 -2.1542 -0.7978 0.3 -0.4 -0.6
O 0.6915 -4.3934 -1.7595 0.1 0.1 0.0
O 3.0750 -0.3970 -2.0812 -0.3 -0.1 -0.3
O 1.4333 0.0159 -0.1020 1.0 -0.4 -0.2
O 3.4746 -3.1016 -1.3056 0.0 0.1 0.2
O -3.9123 1.2758 1.1537 0.2 -0.3 -0.3
O -2.3808 0.4599 -0.3002 -0.9 0.2 0.4
O 1.1027 -2.2088 -2.9689 -0.2 -0.1 -0.1
N 0.2999 -0.4399 3.0386 0.2 0.3 0.1
N -0.4080 1.6218 1.2486 -0.2 0.5 0.4
N 0.4170 1.2474 -7.0923 0.0 0.0 -0.2
N -1.8805 -1.5373 1.3985 -0.4 0.3 0.3
N -0.5172 0.3961 -2.2682 -0.3 -0.1 -0.5
C 0.6665 -1.3736 3.8933 0.0 0.1 -0.1
C -1.1463 4.1225 2.2486 0.0 0.1 0.2
C 2.2267 -3.0954 0.8219 -0.1 0.1 -0.1
C -0.0218 1.0561 4.9039 0.0 0.1 0.0
C -0.0313 0.7807 3.5236 -0.1 -0.1 -0.2
C -3.2782 -1.0426 1.2620 0.4 -0.1 -0.1
C 0.3824 0.0371 5.7789 0.0 0.1 0.1
C 2.3437 -2.5571 -0.6129 -0.1 0.1 0.0
C 0.2845 1.3892 -4.2890 0.0 0.1 -0.1
C -3.2296 0.3743 0.6799 0.5 0.2 -0.3
C -0.7479 0.8920 -6.5294 -0.1 -0.1 0.1
C -1.5740 -0.0906 -4.3659 0.0 -0.1 0.0
C -0.4212 1.8430 2.5928 0.0 -0.1 -0.3
C -0.6769 0.7232 -5.0394 0.0 0.1 -0.2
C 0.3230 1.1969 -2.9210 0.1 -0.1 0.3
C 0.7382 -1.1829 5.2789 0.0 -0.1 0.0
C -0.7932 3.0890 3.1296 0.0 0.0 0.1
C -0.7170 2.6424 0.4557 0.1 -0.5 0.1
C -1.4652 -0.2255 -2.9963 0.3 0.3 0.3
C -0.8010 3.3088 4.5490 -0.1 0.2 -0.1
C -1.0895 3.9089 0.9060 0.0 0.1 -0.2
C -0.4239 2.3431 5.4003 0.1 -0.2 0.1
H -3.7944 -1.6627 0.5299 0.0 -0.1 0.0
H 2.4102 -4.1671 0.7978 0.0 -0.1 0.0
H 1.2200 -2.9334 1.2156 0.1 0.1 0.0
H 0.4389 1.3619 -8.0905 0.0 0.0 -0.1
H -0.4197 2.5114 6.4725 0.0 0.0 -0.1
H -2.1629 -0.8440 -2.4489 0.1 0.0 0.1
H -1.1146 4.2814 4.9169 0.0 -0.1 -0.1
H -2.3440 -0.6170 -4.9119 0.0 0.0 0.0
H 4.7019 -0.8229 -0.1193 -0.3 0.1 0.1
H 0.9811 2.0848 -4.7437 -0.1 0.0 0.1
H -3.8392 -1.0572 2.1907 0.0 0.0 0.2
H -1.8048 -2.5237 1.1911 0.0 0.0 -0.1
H 3.2625 -4.0220 -1.5087 -0.1 -0.1 0.0
H -1.3544 4.6799 0.1930 0.0 -0.1 0.0
H -0.6959 2.4458 -0.6105 -0.1 -0.1 0.1
H 0.3995 0.2328 6.8464 0.0 0.0 -0.1
H 1.2814 1.2538 -6.5802 0.0 0.0 0.0
H 2.5278 -0.8953 -2.7375 0.2 0.2 0.3
H -1.4618 5.0803 2.6510 0.0 -0.1 0.0
H 1.0587 -1.9904 5.9235 0.0 0.0 0.0
H 2.9497 -2.6283 1.4908 0.0 0.0 0.0
H 1.0828 -2.9019 -3.6499 0.1 0.2 0.2
H 1.0756 1.6975 -2.3189 0.0 0.0 0.0
H -1.5486 -1.4011 2.3470 -0.1 0.0 -0.1
H 0.9169 -2.3446 3.4746 0.0 0.1 0.0

---

No. 5
54
Properties=species:S:1:pos:R:3:forces:R:3 method="wB97M-V/def2-TZVPD" total_charge=+1 multiplicity=2 lumo_ev="-5.3 / -3.8"
V -1.7725 0.0762 0.4863 -2.5 -2.3 -0.6
O -4.2741 -1.7497 3.4364 1.6 0.6 -1.9
O -2.4656 -1.5625 2.1625 -0.6 1.4 -0.1
O -0.0559 -0.6741 2.1863 3.1 1.1 -2.0
O -4.3672 -0.6635 1.5419 1.0 -0.3 0.6
N -3.7234 -1.3230 2.4113 -1.6 -0.3 0.7
N 2.3450 -0.9036 1.8421 -0.6 -0.2 0.5
C -3.1512 -1.1281 -1.1597 0.4 0.1 1.3
C -0.9047 -0.8889 -1.6330 0.2 0.4 1.5
C 3.1307 -0.3423 -2.4544 0.4 -0.1 0.6
C -0.9758 2.1284 0.6164 -1.2 0.1 -0.2
C -1.9370 2.0072 1.6984 0.0 0.7 -0.6
C 2.6925 -1.3568 -3.3009 -0.3 0.2 0.1
C -3.1296 1.9989 -0.2589 0.0 0.1 0.8
C 1.0378 -0.4099 1.5830 -1.5 0.3 0.3
C 2.3438 -2.5981 -2.7712 0.0 0.0 0.0
C 3.2920 -0.5958 -1.0886 -0.4 -0.2 0.1
C -1.0407 -1.9358 -0.6700 -0.3 0.5 -0.3
C 0.5262 2.0927 0.7685 0.0 0.0 0.3
C 2.8511 -2.0212 0.9752 0.0 -1.0 0.3
C -2.1933 -0.3348 -1.8577 -0.2 -0.2 0.0
C 0.9723 0.6390 0.4486 0.0 -1.3 -1.2
C 1.1922 2.9459 -0.3041 0.5 0.6 -0.3
C 0.8964 2.5404 2.1784 0.4 0.1 0.4
C -3.2560 2.0340 1.1541 0.6 -0.9 -0.2
C 2.7718 -1.7714 -0.5213 0.9 -0.4 -0.3
C -1.7371 2.1157 -0.5993 0.4 0.1 0.7
C 2.3732 -2.8042 -1.3851 -0.3 0.1 -0.2
C -2.4368 -2.1100 -0.4003 -0.1 0.4 -1.0
H -1.6935 2.1890 2.7340 0.0 -0.5 0.0
H 1.8713 0.6188 -0.2055 -0.6 0.3 1.2
H -1.3652 2.2945 -1.6089 0.0 -0.3 0.4
H 2.5706 -1.0667 2.8364 -0.7 -0.2 -0.7
H -0.2425 -2.5480 -0.2629 -0.2 0.2 -0.1
H 3.8854 -2.3056 1.2667 -0.4 0.9 -0.1
H 0.4961 1.9010 2.9691 -0.2 -0.1 -0.2
H 3.7618 0.1283 -0.4116 -0.2 -0.1 -0.4
H 1.9739 2.5261 2.3343 0.2 0.0 -0.2
H 2.6185 -1.1522 -4.3658 0.0 -0.2 0.1
H 0.2203 0.2648 -0.3113 1.1 0.3 1.0
H 2.3281 -2.9807 1.2219 -0.1 0.8 -0.3
H 2.0153 -3.3888 -3.4539 0.2 0.2 0.4
H 0.0390 -0.4454 -1.9474 -0.3 -0.5 -0.4
H 0.5635 3.5572 2.3932 -0.1 0.0 -0.2
H -4.1933 2.0254 1.7268 0.6 -0.2 -0.4
H -2.4184 0.4949 -2.5214 0.0 -0.4 0.1
H 0.9811 2.5823 -1.3186 -0.1 0.0 0.2
H 0.9273 4.0120 -0.2608 -0.2 -0.3 0.1
H -3.9882 2.0192 -0.9333 0.5 -0.2 0.1
H 3.3623 0.6544 -2.8190 0.2 -0.3 -0.2
H 2.2829 2.8998 -0.1938 -0.2 0.0 0.1
H -2.8646 -2.9310 0.1685 0.1 0.5 0.0
H -4.2251 -0.9599 -1.1192 0.3 -0.1 -0.1
H 2.0892 -3.7943 -1.0029 0.0 0.5 0.0

---

No. 6
55
Properties=species:S:1:pos:R:3:forces:R:3 method="wB97M-V/def2-TZVPD" total_charge=0 smiles="CC[C@](C)(C(=O)Nc1ccc2c(c1)OCCO2)N(C(C)=O)c1ccc(C(N)=O)cc1" lumo_ev=0.2 relative_energy_kj_mol=127.2
O -5.8697 3.4744 0.3112 0.1 0.2 0.0
O 6.6555 0.8803 0.1026 -0.1 -0.3 -0.1
O 1.3562 -2.9425 0.2072 0.2 -0.3 0.0
O 0.2491 -1.4944 -2.3306 0.0 -0.2 -0.2
O 4.5492 2.8087 -0.0380 -0.3 -0.3 0.2
N -7.0173 1.5954 0.7712 -0.3 -0.1 0.1
N -1.2550 -0.8119 -0.7996 0.1 -0.1 0.4
N 1.3149 -0.6617 0.1768 -0.1 0.4 0.1
C -0.7962 -1.8448 0.1491 0.0 -0.4 0.0
C 0.7535 -1.9000 0.1281 -0.4 0.3 0.1
C 5.3299 0.5152 0.0868 -0.1 0.0 0.1
C -0.6919 -0.7860 -2.0438 -0.2 0.4 -0.5
C -1.3459 -3.2132 -0.2534 0.2 0.1 0.0
C 5.0081 -0.8354 0.1188 0.1 0.5 0.0
C -2.4249 -0.0627 -0.5045 -0.4 0.3 0.0
C -4.8227 0.1207 -0.4241 0.0 0.2 0.1
C -5.9005 2.2658 0.3946 -0.1 -0.1 0.0
C 6.8504 2.2425 0.4030 -0.2 0.5 0.0
C -1.3022 0.2030 -3.0104 0.2 -0.1 -0.2
C 5.8790 3.1050 -0.4019 0.6 -0.1 0.0
C -3.6862 -0.6081 -0.7205 0.2 0.0 0.0
C 2.6678 -0.3144 0.1290 0.4 0.1 0.0
C 3.6939 -1.2552 0.1367 -0.1 -0.2 0.0
C -2.3150 1.2335 -0.0112 -0.1 -0.2 0.0
C -1.2267 -1.4598 1.5770 0.1 -0.1 0.1
C -4.7142 1.4118 0.0828 0.3 0.0 -0.1
C 2.9811 1.0389 0.0742 0.2 -0.1 0.0
C 4.3017 1.4597 0.0424 0.1 -0.1 -0.1
C -0.7230 -2.4304 2.6398 0.0 0.2 -0.1
C -3.4512 1.9651 0.2708 -0.2 0.0 0.0
H 6.0267 2.9094 -1.4730 0.0 0.1 0.1
H -0.8517 -0.4588 1.8055 -0.1 0.0 0.0
H -2.3185 -1.4215 1.6201 0.0 0.1 0.0
H -1.1743 -3.4105 2.5168 0.0 -0.1 0.0
H -3.3823 2.9768 0.6403 0.0 0.1 0.0
H -7.8268 2.1351 1.0297 0.1 0.0 0.0
H 2.2094 1.7937 0.0458 -0.1 0.1 0.0
H -7.0136 0.6120 0.9713 0.0 0.0 0.0
H 3.4539 -2.3037 0.1542 0.0 0.0 0.0
H -2.3471 -0.0387 -3.1920 -0.1 0.1 0.0
H 7.8867 2.4720 0.1503 -0.1 0.0 0.0
H 0.3562 -2.5416 2.5859 0.1 -0.1 0.1
H -0.9835 -2.0562 3.6273 0.0 0.0 0.1
H -2.4022 -3.2966 -0.0081 -0.1 0.0 0.0
H -0.7515 0.1530 -3.9455 0.0 0.0 0.0
H 5.8152 -1.5498 0.1328 0.1 -0.1 0.0
H 0.6850 0.1225 0.0770 0.0 -0.3 0.0
H -0.7884 -3.9883 0.2633 -0.1 -0.1 0.0
H -5.7923 -0.3118 -0.6231 -0.1 0.0 0.0
H -1.2495 1.2138 -2.6125 -0.1 0.1 0.0
H -1.2021 -3.3618 -1.3207 0.0 -0.1 -0.1
H 6.6842 2.4191 1.4752 0.0 0.0 -0.1
H 6.0272 4.1666 -0.1983 0.0 -0.1 0.0
H -1.3387 1.6699 0.1427 0.1 0.0 0.0
H -3.7696 -1.6039 -1.1292 0.0 -0.1 -0.1

---

The records above give, respectively, energy values of -54198.3480; -36401.7066; -70515.5361; -83967.6970; -60065.4826; -37929.0150 eV.